(1)
17
Properties=species:S:1:pos:R:3 method="wB97M-V/def2-TZVPD" e_lumo_ha=-0.0229 gap_ev=7.57 homo_energy_ev=-8.190 e_above_lowest_kj_mol=1012.40 charge=0
C -0.01383 1.93177 -1.69399
C 0.96844 1.10715 -1.17102
C 0.67439 -0.99069 0.11168
C -1.31491 -1.52990 1.81489
H -0.53315 1.41478 -2.97604
H 1.01894 3.07160 -1.61779
H -1.24450 2.15500 -0.72110
H 1.30272 0.50260 -2.01707
H 1.89636 1.38238 -0.42082
H -0.61956 0.92754 0.70887
H 0.59289 -2.56655 1.32975
H -1.56124 -2.67639 2.24688
H -2.01759 -1.23909 0.98864
H -1.56908 -0.72356 2.86267
N 0.09684 0.10792 -0.41896
N 0.05193 -1.58833 1.15056
S 2.27135 -1.28624 -0.17714


(2)
73
Properties=species:S:1:pos:R:3 method="wB97M-V/def2-TZVPD" e_lumo_ha=-0.1294 gap_ev=6.08 homo_energy_ev=-9.596 e_above_lowest_kj_mol=0.00 charge=+1
Mg 1.39319 0.87919 -0.43146
Cl 0.97992 5.67486 -0.60397
C 2.44833 4.75529 -0.63451
C 3.67715 5.43476 -0.57114
C 4.85389 4.75016 -0.59858
Cl 6.35716 5.61881 -0.53009
C 4.85731 3.33580 -0.68002
C 6.02545 2.54605 -0.72090
C 5.92389 1.18791 -0.80168
C 4.64920 0.60418 -0.82192
N 3.53123 1.29278 -0.77998
C 3.61793 2.66719 -0.72812
C 2.36697 3.38083 -0.72858
O 1.24866 2.72066 -0.81625
H 3.67949 6.51389 -0.50433
H 6.99227 3.02968 -0.69073
H 6.79983 0.55729 -0.84280
H 4.56418 -0.47495 -0.87580
S -3.40629 4.17514 -0.60716
C -4.99406 4.77275 -0.45996
C -5.91989 3.77450 -0.48871
C -5.32290 2.49589 -0.63027
C -3.95877 2.55007 -0.70942
C -3.01848 1.42908 -0.84267
C -1.62887 1.65041 -0.71992
N -0.74553 0.68033 -0.76099
C -1.16203 -0.58697 -0.96166
C -2.50378 -0.91576 -1.12647
C -2.86195 -2.29519 -1.34081
C -1.91931 -3.25794 -1.36561
C -0.52530 -2.94197 -1.17295
C 0.48816 -3.90985 -1.16114
C 1.80057 -3.54892 -0.94492
C 2.06030 -2.17855 -0.75742
N 1.13817 -1.23674 -0.78583
C -0.15131 -1.61260 -0.98305
C 2.89302 -4.53165 -0.91032
C 2.79476 -5.89428 -0.93522
C 4.05679 -6.54187 -0.89372
C 5.08851 -5.65654 -0.83818
S 4.53958 -4.04315 -0.83729
C -3.43455 0.13358 -1.05876
H -5.16275 5.83255 -0.36624
H -6.98297 3.94264 -0.41283
H -5.89125 1.57750 -0.66768
H -1.21288 2.64288 -0.57459
H -3.90624 -2.54480 -1.47673
H -2.19567 -4.29271 -1.52220
H 0.22514 -4.94734 -1.32611
H 3.07021 -1.84379 -0.55724
H 1.85768 -6.42976 -0.97538
H 4.18893 -7.61242 -0.90376
H 6.14439 -5.86597 -0.79922
H -4.48690 -0.09256 -1.17891
C -1.59838 2.14501 2.39960
N -1.40914 0.70274 2.32136
C -0.22526 0.06415 2.28624
Se 1.46067 0.84788 2.23856
N -0.48179 -1.25944 2.27939
C -1.85333 -1.48954 2.30697
C -2.60988 -2.65123 2.30748
C -3.98484 -2.49480 2.32429
C -4.58050 -1.22673 2.34169
C -3.82085 -0.06935 2.34880
C -2.44410 -0.23227 2.33103
H -0.67517 2.63014 2.09283
H -1.83987 2.43423 3.42161
H -2.41009 2.43535 1.73335
H 0.25733 -1.94235 2.31748
H -2.15089 -3.63020 2.29797
H -4.61569 -3.37278 2.33219
H -5.65867 -1.15037 2.36131
H -4.28016 0.90920 2.37210


(3)
37
Properties=species:S:1:pos:R:3 method="wB97M-V/def2-TZVPD" e_lumo_ha=0.0144 gap_ev=10.86 homo_energy_ev=-10.467 e_above_lowest_kj_mol=138.87 charge=0 smiles="CC[C@H](C)CC=O.O.O.O.O.O.O"
C 2.28014 -1.98340 -1.59009
C 1.62979 -1.63071 -0.24502
C 2.31033 -0.36786 0.31276
C 2.55374 -0.56706 1.85561
C 1.30620 0.76906 0.08294
C 1.87128 2.17008 0.16085
O 1.16296 3.12286 -0.06725
H 2.97684 -2.82262 -1.50712
H 1.57689 -2.34847 -2.34518
H 2.77608 -1.13378 -2.05979
H 0.56852 -1.46831 -0.41976
H 1.65365 -2.44330 0.47689
H 3.30717 -0.16235 -0.07955
H 3.42057 0.04296 2.11397
H 1.62110 -0.32542 2.36523
H 2.82412 -1.59271 2.10186
H 0.95194 0.65280 -0.94294
H 0.59888 0.83142 0.91577
H 2.90959 2.28915 0.52890
O -2.07375 0.60805 3.35831
H -2.48949 -0.26082 3.31375
H -1.17077 0.30707 3.27581
O -2.01453 -3.86871 -1.69192
H -1.17698 -3.92337 -1.23077
H -2.14449 -2.93969 -1.89625
O -2.29814 -0.56768 1.04437
H -2.01621 0.29139 0.73065
H -3.19926 -0.77102 0.78793
O -1.42351 2.68330 0.63308
H -0.52960 3.02522 0.45902
H -1.87603 2.98513 1.42178
O -3.18289 2.35398 -1.36739
H -2.78631 3.10482 -1.81890
H -2.68302 2.27150 -0.53046
O -2.15248 0.23957 -2.71315
H -2.42038 0.83826 -1.98429
H -2.66197 0.59065 -3.44964


(4)
72
Properties=species:S:1:pos:R:3 method="wB97M-V/def2-TZVPD" e_lumo_ha=-0.1157 gap_ev=8.23 homo_energy_ev=-11.382 charge=+1
C 0.29508 3.33586 1.39089
C -0.23980 3.23665 -0.02305
O -1.42861 2.43193 -0.10057
C -2.63656 3.10101 -0.24765
C -3.79726 2.14376 0.10632
N -4.33121 2.35814 1.42888
C -4.96729 3.64956 1.53945
C -4.14386 4.77100 0.85967
N -2.72867 4.30214 0.65258
H -0.28529 4.00339 2.02387
H 0.32065 2.35222 1.83850
H 1.31314 3.70244 1.32366
H 0.53934 2.76574 -0.60703
H -0.36130 4.23377 -0.44679
H -2.76462 3.42505 -1.28014
H -3.49285 1.11993 -0.01807
H -4.60124 2.34953 -0.59482
H -3.65709 2.17601 2.16345
H -5.17330 3.90595 2.56875
H -5.91110 3.60884 1.00727
H -4.09503 5.64834 1.48841
H -4.55798 5.03648 -0.10021
H -2.22632 5.07498 0.21804
H -2.32186 4.09556 1.56633
C -1.88534 -1.04121 -0.84834
C -3.12014 -0.94590 -1.48114
C -4.02110 -1.99468 -1.41329
C -3.68394 -3.15113 -0.72070
C -2.43796 -3.25571 -0.10242
C -1.54523 -2.19367 -0.16110
C -2.03862 -4.50346 0.61250
O -0.95588 -4.58162 1.15332
C -3.00095 -5.63646 0.63426
C -2.63261 -6.82540 1.25085
C -3.52131 -7.88577 1.29085
C -4.78457 -7.76188 0.72183
C -5.15673 -6.58119 0.10260
C -4.26565 -5.51708 0.04973
C -4.67272 -4.26633 -0.64399
O -5.77342 -4.14596 -1.13777
H -1.18661 -0.21551 -0.89553
H -3.38151 -0.04933 -2.03006
H -4.98581 -1.92489 -1.89672
H -0.58443 -2.27160 0.32965
H -1.65127 -6.91607 1.69499
H -3.23132 -8.81248 1.76741
H -5.47848 -8.59077 0.75968
H -6.13580 -6.48131 -0.34453
C 9.03984 2.83271 0.08947
C 8.28801 3.82002 -0.53875
C 7.00040 3.54676 -0.96659
C 6.46141 2.28022 -0.77693
C 7.22362 1.28337 -0.16103
C 8.50995 1.56775 0.27814
C 6.68254 -0.09227 0.02298
O 7.33595 -0.95503 0.56801
C 5.31149 -0.38103 -0.48647
C 4.79963 -1.66876 -0.37051
C 3.52365 -1.95091 -0.82900
C 2.75424 -0.94300 -1.40136
C 3.26009 0.33691 -1.52073
C 4.54075 0.62518 -1.07009
C 5.07116 2.00744 -1.22765
O 4.37862 2.88671 -1.70365
H 10.04352 3.05105 0.42876
H 8.70911 4.80432 -0.69391
H 6.41057 4.31146 -1.45224
H 9.09154 0.79566 0.76207
H 5.40504 -2.44476 0.07663
H 3.12807 -2.95411 -0.74214
H 1.75451 -1.15342 -1.76081
H 2.66075 1.11490 -1.97402


(5)
7
Properties=species:S:1:pos:R:3 method="wB97M-V/def2-TZVPD" e_lumo_ha="0.1332 / 0.1332" gap_ev="6.48 / 6.48" homo_energy_ev="-2.853 / -2.852" e_above_lowest_kj_mol=548.81 charge=-1
N -0.16718 1.21033 0.30081
O 1.82573 -0.69786 1.48038
O 0.41202 2.23670 -0.10034
O -1.27703 1.15247 0.86715
O 0.28911 -0.72042 -1.80282
S 1.95358 -1.25166 0.27384
S 0.08068 -0.68802 -0.44971


| no. | DFT total energy (eV) | strongest force on any atom (eV Å⁻¹) | M (u) |
| --- | --- | --- | --- |
| 1 | -18115.092 | 7.16 | 118.20 |
| 2 | -165764.802 | 0.43 | 792.94 |
| 3 | -20943.088 | 2.67 | 208.25 |
| 4 | -48972.742 | 1.55 | 547.63 |
| 5 | -31345.767 | 15.86 | 142.14 |